{
  "formula": "C36H38BN5O2PReS2",
  "method": "ωB97M-V/def2-TZVPD",
  "e_lumo_ev": [-3.3, -3.0],
  "multiplicity": 2,
  "homo_energy_ev": [-10.14, -9.91],
  "total_charge": 1,
  "symbols": ["Re", "C", "N", "C", "C", "N", "B", "N", "C", "C", "N", "C", "C", "S", "C", "S", "H", "H", "H", "H", "H", "H", "H", "H", "H", "H", "H", "H", "C", "C", "C", "C", "C", "C", "C", "C", "C", "C", "O", "O", "H", "H", "H", "H", "H", "H", "H", "H", "H", "H", "H", "N", "P", "C", "C", "C", "C", "C", "C", "C", "C", "C", "C", "C", "C", "C", "C", "C", "C", "C", "C", "H", "H", "H", "H", "H", "H", "H", "H", "H", "H", "H", "H", "H", "H", "H"],
  "positions_angstrom": [[-0.19123, -0.64045, 0.30072], [-1.77183, -0.77804, -3.53644], [-0.67941, 0.12808, -3.34081], [0.35905, 0.36922, -4.18917], [1.06201, 1.41160, -3.66440], [0.46643, 1.80132, -2.50632], [0.75141, 3.15609, -1.79339], [0.69344, 3.02801, -0.24565], [0.25001, 4.01966, 0.57133], [0.61574, 3.72544, 1.85029], [1.29349, 2.54725, 1.80728], [1.96650, 1.89545, 2.89303], [1.30573, 2.12923, 0.52491], [1.94265, 0.60284, 0.01508], [-0.57611, 0.99465, -2.31033], [-1.61078, 0.94628, -0.91889], [-1.53825, -1.47445, -4.33658], [-2.66693, -0.21732, -3.81249], [-1.96862, -1.32276, -2.61078], [0.51188, -0.20390, -5.07967], [1.93459, 1.90780, -4.03807], [1.84928, 3.51004, -2.07235], [-0.10282, 3.90261, -2.14022], [-0.29402, 4.86047, 0.19467], [0.44430, 4.25506, 2.76420], [1.70220, 2.37675, 3.83001], [3.04638, 1.95790, 2.74881], [1.68318, 0.84377, 2.93232], [-2.04045, 0.83540, 8.17621], [-1.80835, 0.40245, 6.76358], [-2.40741, 1.08200, 5.70957], [-2.14176, 0.75394, 4.39206], [-2.82646, 1.47976, 3.27122], [-1.26286, -0.30675, 4.12620], [-0.70941, -1.05862, 5.17064], [0.16500, -2.24589, 4.90139], [-0.98956, -0.68331, 6.47511], [-0.89007, -0.56040, 2.72512], [-0.87102, -1.70594, 2.18733], [-0.53511, 0.41738, 1.99297], [-2.45910, 1.83855, 8.20630], [-1.10518, 0.82763, 8.73268], [-2.73210, 0.15905, 8.67751], [-3.09843, 1.88433, 5.92727], [-3.64573, 2.08626, 3.64735], [-3.22919, 0.76596, 2.55168], [-2.13134, 2.13370, 2.74298], [0.87158, -2.05632, 4.09469], [-0.45679, -3.08986, 4.60145], [0.71710, -2.52760, 5.79503], [-0.56024, -1.25404, 7.28710], [0.15604, -2.00151, -0.91915], [0.23158, -3.52736, -1.36058], [1.74803, -3.75397, -2.32219], [2.16344, -5.01225, -2.73878], [3.34271, -5.13199, -3.45147], [4.09990, -4.00416, -3.73337], [3.68361, -2.75188, -3.30831], [2.50433, -2.62137, -2.59957], [0.25320, -4.63864, 0.07022], [-0.44856, -5.83730, 0.07520], [-0.39611, -6.64607, 1.19633], [0.34971, -6.25699, 2.29736], [1.03428, -5.04998, 2.29450], [0.98541, -4.23358, 1.18028], [-1.23940, -3.90067, -2.35415], [-2.46834, -3.76021, -1.71476], [-3.63586, -3.84714, -2.44945], [-3.57588, -4.06788, -3.81829], [-2.35185, -4.22386, -4.44869], [-1.17619, -4.13370, -3.72014], [1.56580, -5.88098, -2.49934], [3.67183, -6.10393, -3.78598], [5.02318, -4.10277, -4.28241], [4.27592, -1.87616, -3.52375], [2.16464, -1.65746, -2.24141], [-1.02899, -6.12936, -0.78878], [-0.93775, -7.58025, 1.20658], [0.39878, -6.89793, 3.16437], [1.60664, -4.75134, 3.15985], [1.50293, -3.28027, 1.15697], [-2.49009, -3.56996, -0.64918], [-4.59100, -3.73483, -1.96031], [-4.48790, -4.11897, -4.39295], [-2.31305, -4.40157, -5.51267], [-0.21648, -4.23123, -4.20796]]
}

***

{
  "formula": "C4H8ClNO",
  "method": "ωB97M-V/def2-TZVPD",
  "e_lumo_ev": 0.7,
  "smiles": "CC[C@@H](Cl)C(N)=O",
  "homo_energy_ev": -9.92,
  "symbols": ["C", "C", "C", "Cl", "C", "N", "O", "H", "H", "H", "H", "H", "H", "H", "H"],
  "positions_angstrom": [[-1.71211, 0.66188, -0.16967], [-0.52496, 0.90339, 0.68726], [0.75219, 0.48042, 0.00837], [2.20559, 1.40257, 0.45109], [1.01961, -1.01130, 0.36809], [1.31821, -1.75767, -0.68631], [0.92347, -1.45293, 1.52381], [-1.50184, 1.13484, -1.12302], [-1.97184, -0.43937, -0.41626], [-2.49743, 1.22231, 0.15763], [-0.68407, 0.37225, 1.59738], [-0.33924, 2.00607, 0.94096], [0.36096, 0.55744, -1.08770], [1.34869, -1.32943, -1.61209], [1.30278, -2.75044, -0.63954]]
}

***

{
  "formula": "C4H7NO",
  "method": "ωB97M-V/def2-TZVPD",
  "e_lumo_ev": 0.6,
  "smiles": "[O-]C1=CCC[NH2+]1",
  "homo_energy_ev": -7.16,
  "symbols": ["O", "C", "C", "C", "C", "N", "H", "H", "H", "H", "H", "H", "H"],
  "positions_angstrom": [[2.27639, -0.75045, -1.03928], [1.15035, -0.47897, -0.64416], [-0.12622, -0.91958, -0.83805], [-1.26412, -0.05738, -0.38765], [-0.65002, 0.41051, 0.90501], [1.02906, 0.68311, 0.41186], [-0.28031, -1.89368, -1.25858], [-1.54167, 0.78680, -1.04338], [-2.17275, -0.67311, -0.28061], [-0.70332, -0.42182, 1.63578], [-0.89188, 1.36034, 1.35605], [1.64190, 0.44972, 1.19349], [1.53259, 1.50451, -0.01050]]
}

***

{
  "formula": "C8H22BrCuN2O2",
  "method": "ωB97M-V/def2-TZVPD",
  "e_lumo_ev": [-11.6, -15.4],
  "multiplicity": 2,
  "homo_energy_ev": [-18.29, -18.29],
  "total_charge": 3,
  "symbols": ["Cu", "Br", "C", "C", "O", "N", "H", "H", "C", "H", "H", "H", "H", "H", "H", "C", "N", "C", "C", "C", "C", "O", "H", "H", "H", "H", "H", "H", "H", "H", "H", "H", "H", "H", "H", "H"],
  "positions_angstrom": [[4.70566, 1.28501, 0.85376], [2.26507, 1.62826, 0.15030], [-0.06157, 4.76844, -1.46571], [0.67827, 4.35380, -2.71179], [1.16759, 5.07299, -3.49160], [0.65545, 2.82702, -2.94635], [1.18668, 2.41665, -2.15961], [-0.30037, 2.47250, -2.87596], [1.44752, 2.41664, -4.19054], [0.28958, 5.76304, -1.19514], [0.04139, 4.10910, -0.60175], [-1.13183, 4.86994, -1.66618], [1.96529, 1.49246, -3.94381], [2.17449, 3.17877, -4.45251], [0.75502, 2.22959, -5.00529], [0.90485, -2.85350, 1.38428], [-0.44018, -2.18811, 1.23437], [-0.47649, -0.88118, 2.03166], [-0.58029, -1.79551, -0.22879], [-1.60472, -3.07997, 1.61456], [-1.85669, -3.28378, 3.09097], [-2.34047, -2.12435, 3.71601], [0.77892, -3.83559, 0.93470], [1.15283, -2.91547, 2.44043], [1.66377, -2.28252, 0.85814], [-0.07758, -1.23256, 2.97820], [-1.48217, -0.47619, 2.06329], [0.19147, -0.11186, 1.60934], [0.35429, -1.27097, -0.41711], [-1.44977, -1.15094, -0.31304], [-0.64060, -2.69122, -0.84241], [-1.32614, -4.01092, 1.11902], [-2.47073, -2.64940, 1.11064], [-0.93510, -3.55593, 3.62462], [-2.52929, -4.14774, 3.09926], [-2.67414, -2.34648, 4.59401]]
}

***

{
  "formula": "C42H51N4O4Si",
  "method": "ωB97M-V/def2-TZVPD",
  "e_lumo_ev": -5.5,
  "homo_energy_ev": -10.18,
  "total_charge": 1,
  "symbols": ["C", "Si", "C", "C", "O", "C", "C", "C", "C", "C", "C", "C", "C", "C", "C", "C", "C", "C", "C", "C", "C", "C", "N", "H", "H", "H", "H", "H", "H", "H", "H", "H", "H", "H", "H", "H", "H", "H", "H", "H", "H", "H", "H", "H", "H", "H", "H", "H", "H", "H", "C", "N", "C", "O", "C", "C", "C", "C", "C", "C", "C", "C", "N", "C", "C", "C", "C", "C", "C", "C", "N", "O", "O", "C", "C", "C", "C", "C", "H", "H", "H", "H", "H", "H", "H", "H", "H", "H", "H", "H", "H", "H", "H", "H", "H", "H", "H", "H", "H", "H", "H", "H"],
  "positions_angstrom": [[0.85292, 0.86096, -0.11478], [-0.36990, 1.51591, 1.13115], [0.36464, 2.78843, 2.27358], [-1.90056, 2.18774, 0.31648], [-0.84050, 0.16642, 1.98725], [-1.02184, -0.14764, 3.35146], [0.35653, -0.37998, 4.01511], [1.47221, -0.62003, 3.21012], [2.74928, -0.67981, 3.77604], [2.90204, -0.59160, 5.16210], [1.77439, -0.50473, 5.98207], [0.49794, -0.42670, 5.41332], [-1.89486, 0.95636, 3.98087], [-1.43441, 1.80833, 4.99459], [-2.24635, 2.84564, 5.46970], [-3.50182, 3.07211, 4.90655], [-3.93929, 2.27122, 3.84597], [-3.11236, 1.25278, 3.35644], [-1.74377, -1.51112, 3.39479], [-0.95587, -2.70301, 2.81058], [-2.05428, -3.73288, 2.52789], [-3.34829, -2.92694, 2.35055], [-2.96271, -1.55750, 2.66404], [1.11150, 1.65371, -0.83246], [1.78297, 0.53129, 0.36973], [0.43745, 0.00760, -0.67002], [0.92663, 3.50735, 1.65752], [-0.41903, 3.33831, 2.81298], [1.05396, 2.35356, 3.00994], [-1.64561, 3.09847, -0.24358], [-2.31781, 1.44904, -0.38067], [-2.67209, 2.43681, 1.05665], [1.34672, -0.74279, 2.13248], [3.60686, -0.79944, 3.11184], [3.90039, -0.61042, 5.60108], [1.87477, -0.49089, 7.06812], [-0.38930, -0.35551, 6.05066], [-0.43585, 1.69311, 5.41018], [-1.87171, 3.47514, 6.27999], [-4.14022, 3.87033, 5.28969], [-4.91238, 2.42803, 3.37983], [-3.39554, 0.70045, 2.45720], [-1.94448, -1.71585, 4.46952], [-0.49256, -2.37000, 1.86978], [-0.17960, -3.04393, 3.50120], [-1.83680, -4.34047, 1.64771], [-2.16941, -4.38823, 3.39863], [-3.72428, -2.97080, 1.32219], [-4.16149, -3.29265, 3.00610], [-3.72406, -1.02850, 3.07519], [-1.81719, -1.16515, -7.71115], [-1.05760, -0.76738, -6.54640], [-0.83699, 0.55366, -6.26727], [-1.20305, 1.49450, -6.96390], [-0.04002, 0.61781, -4.96376], [-0.78557, 1.36448, -3.85458], [-1.04817, 2.81445, -4.19439], [-2.36434, 3.28479, -4.25665], [-2.62191, 4.58312, -4.70211], [-1.55588, 5.43203, -5.03210], [-0.23494, 4.98328, -4.89687], [0.02011, 3.67590, -4.46718], [0.15982, -0.79874, -4.64368], [0.83318, -1.16943, -3.53439], [0.96405, -2.48705, -3.10747], [1.52505, -2.90098, -1.89914], [1.90700, -4.26541, -1.65470], [2.79049, -4.61663, -0.57948], [3.12473, -5.93100, -0.30951], [2.60021, -6.96636, -1.11604], [2.85254, -8.32408, -0.77786], [2.34314, -9.22666, -1.48297], [3.56506, -8.57000, 0.22347], [1.76934, -6.66215, -2.21471], [1.44167, -5.34446, -2.48254], [-0.49353, -1.72143, -5.59681], [-1.62513, -2.52454, -4.93333], [0.51411, -2.63326, -6.31817], [-2.17356, -0.26652, -8.21935], [-1.19551, -1.74466, -8.40660], [-2.67917, -1.78083, -7.42297], [0.93075, 1.11092, -5.17414], [-1.74575, 0.84626, -3.67525], [-0.18355, 1.29516, -2.93281], [-3.17792, 2.60376, -3.99246], [-3.65488, 4.92766, -4.79021], [-1.75579, 6.43729, -5.40949], [0.60293, 5.64658, -5.12513], [1.04361, 3.30463, -4.36217], [1.30507, -0.35657, -2.97370], [0.59423, -3.25698, -3.78310], [1.83926, -2.14524, -1.17364], [3.20883, -3.82028, 0.04110], [3.78813, -6.20566, 0.50759], [1.40274, -7.47890, -2.83194], [0.79156, -5.14670, -3.33785], [-2.39224, -1.83124, -4.55931], [-2.06891, -3.19924, -5.67549], [-1.25986, -3.11877, -4.09260], [1.19216, -2.00881, -6.91732], [1.11166, -3.21370, -5.61081], [-0.03052, -3.32159, -6.97746]]
}

***

{
  "formula": "C2H4ClNO",
  "method": "ωB97M-V/def2-TZVPD",
  "e_lumo_ev": 0.7,
  "smiles": "[H]/N=C(\\Cl)CO",
  "homo_energy_ev": -10.18,
  "symbols": ["H", "N", "C", "Cl", "C", "O", "H", "H", "H"],
  "positions_angstrom": [[-1.56130, -2.01414, -0.52297], [-0.65135, -1.64585, -0.26140], [-0.56810, -0.42631, -0.07015], [-1.88443, 0.68152, 0.17542], [0.96236, 0.23161, 0.14695], [0.97710, 1.53928, -0.44402], [1.57961, -0.60114, -0.19226], [0.98071, 0.39977, 1.18573], [0.16541, 1.83525, -0.01732]]
}